No. 1
14
Properties=species:S:1:pos:R:3:nbo_charge:R:1 method="wB97M-V/def2-TZVPD" homo_lumo_gap_ha="0.226 / 0.226" energy_ha=-324.53218 fmax_ev_per_a=1.2 relative_energy_kcal_mol=120.7
O 1.8471 0.5393 1.4331 -0.639
C 1.5342 -0.5321 1.0011 0.262
C 0.5444 0.8824 -1.4301 -0.012
N -0.3292 0.2904 -0.7015 -0.219
C -0.4867 -1.1670 -0.4514 -0.217
C -0.3123 -0.7234 0.9778 -0.399
C -0.7903 0.6598 0.6666 -0.225
H 0.9946 0.3292 -2.2462 0.212
H 0.7369 1.9365 -1.2547 0.216
H 0.3671 -1.7594 -0.8320 0.202
H -1.4564 -1.5178 -0.8302 0.194
H -0.5578 -1.2923 1.8711 0.228
H -1.8516 0.9169 0.6695 0.188
H -0.1950 1.4614 1.1297 0.209

No. 2
130
Properties=species:S:1:pos:R:3:mulliken_charge:R:1 method="wB97M-V/def2-TZVPD" homo_lumo_gap_ha=0.281 energy_ha=-3912.10049 charge=+1 fmax_ev_per_a=1.0
C 3.4142 1.2989 5.7799 -1.379
C 3.3082 1.3526 4.2506 -0.224
C 2.7016 0.0919 3.5948 -0.948
C 1.2169 0.1582 3.1495 0.182
C 0.4233 0.9581 4.1913 -1.921
C 1.0365 0.6218 1.6819 2.341
Cl 1.9704 2.1133 1.3746 -0.176
C 1.6904 -0.4228 0.7470 -1.407
C 1.0263 -1.7828 0.7625 -0.966
N -0.4655 -1.6930 0.5742 0.367
C -0.8401 -1.6856 -0.8892 -0.773
C -1.2281 -3.0808 -1.3905 -0.776
C -0.3333 -3.6144 -2.5037 -0.844
S -0.5769 -2.6717 -4.0343 -0.237
C -0.2613 -3.8331 -5.3285 0.271
S -1.2795 -3.8629 -6.5833 -0.085
N 0.9068 -4.5861 -5.1421 0.638
C 0.8958 -5.9100 -5.7062 0.399
C 1.9262 -6.3893 -6.5046 -0.284
C 1.8786 -7.6891 -7.0055 -0.721
C 0.8114 -8.5245 -6.7115 -0.536
C -0.2098 -8.0479 -5.8928 -0.711
C -0.1643 -6.7601 -5.3883 -0.250
C 2.1211 -3.8171 -5.3503 -0.944
C 3.1708 -4.0246 -4.4604 0.120
C 4.3723 -3.3510 -4.6368 -0.892
C 4.5141 -2.4701 -5.7046 -0.426
C 3.4573 -2.2551 -6.5810 -0.863
C 2.2536 -2.9348 -6.4113 0.217
C -1.1077 -0.5839 1.3493 -2.423
C -0.4094 0.7595 1.1589 0.348
C -1.3580 1.8497 1.6773 -1.403
C -1.0193 3.3103 1.3134 -1.096
C -0.4976 4.1186 2.5166 0.340
C -0.9915 5.5488 2.5218 0.034
O -2.0461 5.8377 3.0061 -0.559
O -0.1890 6.4704 1.9295 -0.332
C 1.0016 6.7952 2.6855 0.015
C 0.8514 8.1592 3.3184 -1.234
H 2.5119 1.6990 6.2436 0.336
H 3.4988 0.2681 6.1190 0.344
H 4.2512 1.8883 6.1401 0.322
H 2.8140 2.2645 3.9300 0.043
H 4.3267 1.4413 3.8697 0.410
H 2.7532 -0.7057 4.3370 0.544
H 3.3527 -0.2164 2.7808 0.163
H 0.8417 -0.8628 3.2350 0.407
H -0.6308 0.6907 4.1468 0.518
H 0.7486 0.6403 5.1789 0.481
H 0.5435 2.0291 4.0787 0.084
H 1.5872 -0.0219 -0.2649 0.446
H 2.7556 -0.5074 0.9224 0.547
H 1.2324 -2.3475 1.6688 0.435
H 1.4069 -2.3779 -0.0645 0.515
H -0.8490 -2.5596 0.9477 0.494
H -0.0106 -1.2872 -1.4672 0.503
H -1.6841 -1.0132 -1.0011 0.430
H -2.2655 -3.0602 -1.7166 0.258
H -1.2004 -3.8358 -0.5994 0.343
H 0.7127 -3.5853 -2.1986 0.377
H -0.6134 -4.6463 -2.7012 0.584
H 2.7777 -5.7742 -6.7539 0.371
H 2.6907 -8.0268 -7.6321 0.388
H 0.7820 -9.5267 -7.1105 0.399
H -1.0415 -8.6909 -5.6432 0.398
H -0.9584 -6.4006 -4.7479 0.467
H 3.0328 -4.7266 -3.6501 0.462
H 5.1784 -3.5319 -3.9417 0.427
H 5.4516 -1.9544 -5.8552 0.420
H 3.5644 -1.5729 -7.4108 0.424
H 1.4507 -2.7727 -7.1152 0.457
H -2.1377 -0.4965 1.0134 0.662
H -1.1447 -0.8662 2.3990 0.323
H -0.3241 0.9202 0.0796 0.768
H -2.3182 1.6424 1.1979 0.660
H -1.5558 1.7919 2.7413 0.364
H -0.2805 3.3480 0.5173 0.453
H -1.9129 3.8138 0.9509 0.482
H -0.8531 3.7042 3.4572 0.269
H 0.5897 4.1307 2.5529 -0.097
H 1.2001 6.0401 3.4469 0.290
H 1.8296 6.7805 1.9794 0.173
H -0.0943 8.2050 3.8557 0.337
H 1.6727 8.3540 4.0031 0.334
H 0.8217 8.9245 2.5470 0.314
C 7.0572 6.7533 6.8630 -1.137
C 5.7121 6.0618 6.8294 -0.112
O 4.9999 6.3194 5.6049 -0.337
C 5.4282 5.6509 4.5402 0.775
O 6.3104 4.8333 4.5120 -0.570
O 4.6878 6.0254 3.4920 -0.261
C 5.0816 5.4359 2.2515 -0.642
H 6.9373 7.8241 6.6962 0.296
H 7.5285 6.6006 7.8334 0.379
H 7.7203 6.3619 6.0934 0.309
H 5.0650 6.4528 7.6116 0.331
H 5.8079 4.9858 6.9747 0.213
H 5.1117 4.3505 2.3290 0.263
H 6.0520 5.8129 1.9340 0.320
H 4.3266 5.7295 1.5270 0.182
C -5.2338 3.0868 -4.3822 -1.094
C -6.1239 2.3487 -3.4061 -0.204
O -5.6259 2.4162 -2.0572 -0.334
C -5.8197 3.5824 -1.4395 0.720
O -6.3802 4.5429 -1.8919 -0.542
O -5.2882 3.4948 -0.2175 -0.307
C -5.3611 4.7037 0.5475 -0.721
H -4.2109 2.7112 -4.3236 0.272
H -5.6002 2.9463 -5.3987 0.366
H -5.2162 4.1537 -4.1680 0.325
H -6.1447 1.2861 -3.6404 0.291
H -7.1473 2.7211 -3.4346 0.324
H -6.3810 5.0740 0.6125 0.401
H -4.7191 5.4670 0.1107 0.313
H -4.9980 4.4641 1.5431 0.196
C -5.9433 -7.1477 1.2939 -1.101
C -6.4632 -5.8091 0.8180 -0.182
O -5.4692 -5.0709 0.0779 -0.348
C -5.2578 -5.4943 -1.1653 0.644
O -5.8165 -6.3971 -1.7232 -0.542
O -4.3030 -4.7240 -1.7060 -0.227
C -3.9109 -5.1077 -3.0297 -0.713
H -5.0351 -7.0160 1.8842 0.282
H -6.6939 -7.6378 1.9128 0.365
H -5.7112 -7.8009 0.4547 0.322
H -6.7053 -5.1717 1.6657 0.286
H -7.3602 -5.9177 0.2099 0.326
H -4.7654 -5.1590 -3.6986 0.440
H -3.3977 -6.0691 -3.0036 0.296
H -3.2194 -4.3364 -3.3611 0.147

No. 3
23
Properties=species:S:1:pos:R:3:nbo_charge:R:1 method="wB97M-V/def2-TZVPD" homo_lumo_gap_ha=0.288 energy_ha=-910.26330 charge=+1 fmax_ev_per_a=4.1 relative_energy_kcal_mol=79.5
C -1.1130 1.2890 3.6003 -0.054
C -0.7181 -1.4610 -1.7231 -0.254
C -0.2683 -0.6137 0.2585 -0.320
C -0.4713 -0.0768 -1.2444 0.281
C 0.4186 2.0624 -0.9950 -0.481
N -1.9556 0.4759 4.1262 -0.569
N -0.2155 1.0077 -1.7506 -0.344
N 0.0445 -1.8866 -0.3785 -0.502
O 3.0462 0.3806 -1.4911 -0.818
O 1.9919 -1.5207 -2.5582 -0.889
S 2.5468 -0.2298 -2.7278 1.712
H -0.3616 1.0385 2.8206 0.121
H -1.1794 2.3059 3.9349 0.182
H -1.7168 -1.9007 -1.9046 0.275
H -0.2059 -1.7201 -2.6721 0.276
H 0.5666 -0.2679 0.8714 0.241
H -1.1124 -0.7395 0.9053 0.246
H 0.7047 2.8258 -1.6506 0.228
H -0.4131 2.5554 -0.4719 0.232
H 1.4040 1.8131 -0.4121 0.232
H -1.7864 -0.5648 3.8861 0.323
H -0.2054 -2.7840 0.0802 0.443
H 0.9995 -1.9886 -0.5034 0.440

No. 4
70
Properties=species:S:1:pos:R:3:nbo_charge:R:1 method="wB97M-V/def2-TZVPD" homo_lumo_gap_ha=0.262 energy_ha=-4158.49010 charge=-1 fmax_ev_per_a=0.6 relative_energy_kcal_mol=21.8
Pd 0.2398 0.1438 0.4110 0.084
C -2.3734 -0.0782 5.8167 -0.669
C -2.8663 -0.7348 4.5871 0.377
N -3.5725 -1.8153 4.5324 -0.286
N -3.7418 -2.0318 3.1861 -0.394
C -3.1015 -1.1392 2.4047 0.243
S -2.9668 -1.1480 0.7537 -0.283
N -2.5955 -0.2565 3.3225 -0.247
N -1.7047 0.7408 2.9798 -0.645
H -2.8700 -0.5182 6.6781 0.235
H -2.5650 0.9952 5.7950 0.220
H -1.2968 -0.2314 5.9019 0.270
H -4.0953 -2.9084 2.8506 0.417
H -2.0748 1.6585 3.1768 0.367
H -0.7956 0.5672 3.3952 0.418
F 0.8447 2.9448 1.5896 -0.390
C 1.1775 1.6129 1.6963 0.613
F 2.5407 1.6006 1.5054 -0.394
F 1.0693 1.3856 3.0663 -0.405
S 0.9028 -1.7859 1.5942 1.782
O -0.0190 -2.8940 1.7072 -0.931
O 1.9231 -2.2850 0.3209 -0.761
N 1.9798 -1.7785 2.7726 -1.213
S 1.4076 -1.6958 4.2447 2.258
O 2.4376 -1.2612 5.1354 -0.917
O 0.0934 -1.1065 4.3317 -0.989
C 1.1028 -3.4844 4.7439 0.716
F -0.2026 -3.7200 4.8725 -0.313
F 1.6832 -3.7319 5.9232 -0.321
F 1.6014 -4.3444 3.8577 -0.314
C 1.3040 4.6841 -2.7257 -1.118
Si 1.6376 2.8514 -2.4213 1.280
C 2.1487 2.1473 -4.0973 -1.119
C 3.1404 2.7176 -1.3062 -1.120
Sb -0.4728 1.9875 -1.2515 -0.169
Si 0.3579 -1.4939 -1.1832 1.372
C -0.4492 -3.1767 -1.3613 -1.260
C 1.6136 -1.3797 -2.5809 -1.266
C 3.1997 -1.6110 0.2392 -0.274
Si -1.8009 1.0239 -3.2288 1.250
C -2.3693 -0.7525 -2.9686 -1.128
C -3.3457 2.1004 -3.3214 -1.117
C -1.0552 1.0545 -4.9648 -1.118
H 2.1711 5.1753 -3.1772 0.221
H 1.0710 5.1891 -1.7865 0.239
H 0.4500 4.8228 -3.3929 0.228
H 3.0615 2.6673 -4.4056 0.224
H 1.3954 2.3088 -4.8666 0.232
H 2.3677 1.0790 -4.0582 0.230
H 4.0023 3.1278 -1.8426 0.218
H 3.3612 1.6867 -1.0270 0.236
H 3.0046 3.2705 -0.3774 0.256
H -0.9353 -3.2741 -2.3339 0.233
H -1.1794 -3.3543 -0.5741 0.276
H 0.3377 -3.9325 -1.2960 0.238
H 1.0892 -1.0607 -3.4882 0.247
H 2.0945 -2.3375 -2.7936 0.225
H 2.3663 -0.6195 -2.3717 0.245
H 3.7304 -1.7481 1.1772 0.227
H 3.0485 -0.5459 0.0501 0.209
H 3.7310 -2.0849 -0.5825 0.193
H -2.6064 -0.9909 -1.9307 0.257
H -1.6194 -1.4600 -3.3305 0.219
H -3.2722 -0.9206 -3.5647 0.234
H -3.8982 2.0678 -2.3804 0.242
H -4.0114 1.7697 -4.1241 0.219
H -3.0765 3.1431 -3.5053 0.229
H -0.0868 0.5567 -5.0212 0.230
H -0.9271 2.0741 -5.3342 0.228
H -1.7402 0.5370 -5.6437 0.224

No. 5
17
Properties=species:S:1:pos:R:3:nbo_charge:R:1 method="wB97M-V/def2-TZVPD" homo_lumo_gap_ha=0.338 energy_ha=-401.03158 fmax_ev_per_a=2.6 relative_energy_kcal_mol=91.1
C 0.7174 -0.6910 1.2474 0.193
C -0.7940 0.1667 -2.1857 -0.672
C -0.6438 1.3170 0.5859 -0.632
N 0.4550 -0.4023 2.5793 -0.352
C 0.0095 -0.4373 -1.0787 0.392
C 0.0356 0.0349 0.1896 -0.190
O 1.6794 0.2340 2.1671 -0.425
O 0.7489 -1.4838 -1.5350 -0.673
H 1.4224 -1.7469 -0.8975 0.481
H 0.6746 -1.1706 3.2140 0.338
H 1.0892 -1.6937 1.0137 0.169
H -1.7517 0.5346 -1.8302 0.229
H -0.2500 0.9983 -2.6364 0.233
H -0.9556 -0.5865 -2.9539 0.236
H -1.6217 1.1103 1.0220 0.217
H -0.0479 1.8147 1.3473 0.245
H -0.7671 2.0016 -0.2491 0.211

No. 6
13
Properties=species:S:1:pos:R:3:nbo_charge:R:1 method="wB97M-V/def2-TZVPD" homo_lumo_gap_ha=0.272 energy_ha=-931.72011 charge=+1 fmax_ev_per_a=2.9 relative_energy_kcal_mol=95.5
S -0.9245 -0.1889 -1.5956 0.173
S -1.7275 -1.5510 -2.7943 0.006
H -1.0706 1.1485 -1.4560 0.196
H -2.2585 -2.4350 -1.8966 0.163
C 0.8585 0.5937 0.3454 -0.388
C 0.3450 -0.6296 -0.2099 -0.486
N 0.7088 0.9647 1.7698 -0.665
H 1.1213 1.4206 -0.3066 0.216
H 1.2029 -1.1146 -0.6871 0.265
H -0.1992 -1.2872 0.4472 0.231
H 0.3733 1.9230 1.8912 0.433
H 0.0148 0.3271 2.1684 0.428
H 1.5558 0.8287 2.3241 0.429